[1]
Entry from the Open Molecules 2025 dataset: a molecular structure, C25H51AsBaCl4F6O8V in a non-equilibrium geometry (the ωB97M-V functional and the def2-TZVPD basis).

Last column: Mulliken charge in e.
CARTESIAN COORDINATES (ANGSTROEM)
Ba (-2.728, 1.429, 0.993)  1.940
O (-1.002, -3.301, 0.459)  -0.649
V (-0.608, -1.814, 1.155)  1.819
O (-1.905, -0.822, 1.108)  -0.723
C (1.364, -2.214, -1.884)  -1.136
C (0.935, -1.080, -1.079)  0.870
C (-0.121, -0.225, -1.787)  -0.572
O (0.715, -1.160, 0.394)  -0.744
H (2.049, -1.791, -2.691)  0.422
H (0.611, -2.773, -2.359)  0.301
H (2.151, -2.795, -1.310)  0.197
H (1.700, -0.390, -1.049)  0.014
H (-1.109, -0.522, -1.620)  0.047
H (0.081, -0.084, -2.873)  0.491
H (0.026, 0.839, -1.454)  -0.225
As (-3.216, 2.053, 4.481)  2.031
F (-3.389, 0.832, 5.681)  -0.463
F (-4.691, 2.757, 4.970)  -0.458
F (-3.082, 3.194, 3.164)  -0.480
F (-1.683, 1.301, 3.856)  -0.517
F (-4.080, 0.968, 3.262)  -0.641
F (-2.321, 3.086, 5.620)  -0.496
C (0.939, 4.146, -0.442)  -0.611
C (1.750, 3.932, 0.808)  -0.361
C (0.750, 3.334, 1.849)  -0.792
O (-0.408, 2.897, 1.068)  -0.012
C (-0.487, 3.882, 0.017)  -0.329
H (1.179, 3.437, -1.247)  0.165
H (0.954, 5.131, -0.968)  0.370
H (2.124, 4.882, 1.188)  0.328
H (2.515, 3.300, 0.487)  0.124
H (0.536, 4.078, 2.559)  0.329
H (1.165, 2.448, 2.271)  0.361
H (-1.009, 4.759, 0.454)  0.355
H (-1.077, 3.473, -0.863)  0.180
C (-5.724, 1.137, -2.304)  -0.291
C (-5.071, 2.438, -2.837)  -0.482
C (-4.809, 3.207, -1.566)  -0.746
O (-4.479, 2.254, -0.602)  -0.512
C (-5.321, 1.104, -0.828)  -0.094
H (-5.357, 0.304, -2.837)  -0.214
H (-6.784, 1.170, -2.435)  0.451
H (-5.638, 3.090, -3.523)  0.436
H (-4.155, 2.238, -3.361)  0.176
H (-5.737, 3.668, -1.280)  0.264
H (-4.052, 3.977, -1.520)  0.466
H (-6.184, 1.215, -0.172)  0.254
H (-4.756, 0.236, -0.463)  0.228
C (-3.712, -2.959, -4.230)  -0.616
C (-2.727, -1.943, -4.852)  -0.778
C (-2.973, -0.720, -3.884)  -0.176
O (-3.293, -1.297, -2.660)  -0.341
C (-3.544, -2.704, -2.762)  -0.385
H (-3.560, -4.019, -4.402)  0.403
H (-4.711, -2.664, -4.648)  0.250
H (-2.996, -1.710, -5.911)  0.354
H (-1.698, -2.223, -4.865)  0.303
H (-3.800, -0.025, -4.187)  0.266
H (-2.145, -0.079, -3.708)  0.144
H (-4.498, -3.030, -2.264)  0.228
H (-2.686, -3.235, -2.355)  0.287
C (-0.232, -2.092, 5.423)  -0.539
C (-0.885, -3.396, 4.932)  -0.696
C (-1.541, -2.902, 3.652)  -0.623
O (-0.467, -2.227, 3.000)  -0.279
C (0.323, -1.538, 4.082)  -0.369
H (0.659, -2.239, 6.071)  0.334
H (-0.979, -1.430, 5.814)  0.271
H (-1.546, -3.745, 5.695)  0.405
H (-0.182, -4.162, 4.717)  0.316
H (-2.356, -2.172, 3.836)  0.250
H (-1.957, -3.637, 3.012)  0.419
H (0.292, -0.426, 3.932)  0.103
H (1.338, -1.915, 3.940)  0.403
C (6.949, -4.286, -1.521)  -0.470
C (5.841, -3.574, -0.763)  -0.556
C (5.500, -2.346, -1.592)  -0.163
O (5.700, -2.772, -2.956)  -0.367
C (6.894, -3.556, -2.855)  -0.454
H (6.729, -5.330, -1.523)  0.276
H (7.926, -4.158, -1.006)  0.241
H (6.093, -3.465, 0.283)  0.439
H (4.971, -4.235, -0.806)  0.230
H (6.206, -1.509, -1.375)  0.199
H (4.512, -1.905, -1.467)  0.079
H (7.742, -2.860, -2.935)  0.292
H (6.917, -4.285, -3.692)  0.285
C (5.481, 1.334, -2.654)  -0.063
Cl (6.813, 2.376, -2.334)  -0.139
Cl (4.217, 1.407, -1.344)  -0.119
H (5.033, 1.610, -3.564)  0.334
H (5.751, 0.273, -2.628)  -0.054
C (4.136, 4.529, 5.449)  -0.282
Cl (2.562, 3.870, 5.906)  -0.142
Cl (4.157, 5.027, 3.787)  -0.127
H (4.301, 5.379, 6.153)  0.287
H (4.884, 3.740, 5.568)  0.270

Computed properties:
net charge	+1
frontier orbital gap	9.00	eV
total energy	-196745.68255	eV

=====

[2]
Entry from the Open Molecules 2025 dataset: a single C8H15NO2 molecule in a non-equilibrium geometry (the ωB97M-V functional and the def2-TZVPD basis).

Last column: natural (NBO) charge in e.
CARTESIAN COORDINATES (ANGSTROEM)
N (0.222, 2.545, -3.093)  -0.842
C (-0.350, 1.205, -2.892)  -0.203
C (-0.575, 0.835, -1.419)  -0.426
C (-0.778, -0.691, -1.285)  -0.389
C (0.001, -1.334, -0.131)  -0.398
C (0.013, -0.509, 1.153)  -0.349
C (-0.189, -1.396, 2.403)  -0.412
C (0.378, -0.443, 3.485)  -0.073
O (1.274, 0.452, 2.817)  -0.517
C (1.394, -0.024, 1.543)  0.807
O (2.376, -0.084, 0.961)  -0.528
H (1.223, 2.465, -3.185)  0.357
H (-0.014, 3.182, -2.345)  0.353
H (0.307, 0.497, -3.376)  0.181
H (-1.317, 1.195, -3.382)  0.176
H (0.276, 1.188, -0.848)  0.202
H (-1.505, 1.317, -1.142)  0.201
H (-0.398, -1.135, -2.198)  0.200
H (-1.828, -0.944, -1.272)  0.198
H (-0.486, -2.270, 0.098)  0.206
H (1.014, -1.509, -0.468)  0.228
H (-0.761, 0.234, 1.283)  0.236
H (-1.208, -1.653, 2.648)  0.218
H (0.429, -2.283, 2.429)  0.209
H (-0.459, 0.070, 3.950)  0.175
H (0.964, -0.910, 4.266)  0.189

Computed properties:
net charge	0
frontier orbital gap	9.83	eV
total energy	-14123.74208	eV
structure (SMILES)	NCCCC[C@H]1CCOC1=O

=====

[3]
Entry from the Open Molecules 2025 dataset: 2 unconnected molecules or ions with the total composition C3H2F5NO3 in a non-equilibrium geometry (the ωB97M-V functional and the def2-TZVPD basis).

Last column: natural (NBO) charge in e.
CARTESIAN COORDINATES (ANGSTROEM)
O (1.812, 1.251, -1.056)  -0.494
N (2.007, 0.413, -0.160)  0.273
O (2.709, -0.754, -0.457)  -0.548
C (1.558, 0.571, 1.063)  0.787
F (0.904, 1.674, 1.333)  -0.264
F (1.659, -0.325, 1.985)  -0.264
H (3.181, -0.660, -1.413)  0.518
O (-0.384, -0.108, -1.185)  -0.421
C (-1.028, -0.484, -0.300)  0.365
C (-2.561, -0.158, -0.169)  0.875
F (-3.130, 0.428, -1.224)  -0.298
F (-3.139, -1.405, -0.099)  -0.333
F (-2.895, 0.574, 0.952)  -0.319
H (-0.692, -1.018, 0.729)  0.124

Computed properties:
net charge	0
frontier orbital gap	9.26	eV
total energy	-24357.86305	eV
structure (SMILES)	[O-][N+](O)=C(F)F.O=CC(F)(F)F

=====

[4]
Entry from the Open Molecules 2025 dataset: a single C2H5NO3S molecule in a non-equilibrium geometry (the ωB97M-V functional and the def2-TZVPD basis).

Last column: natural (NBO) charge in e.
CARTESIAN COORDINATES (ANGSTROEM)
H (-2.067, -0.988, 0.098)  0.364
N (-2.550, -0.072, -0.054)  -0.612
C (-1.782, 0.880, 0.040)  0.375
O (-0.442, 0.851, 0.417)  -0.723
S (0.328, -0.559, 0.047)  2.311
C (2.017, -0.003, 0.006)  -0.867
O (-0.008, -1.478, 1.103)  -0.915
O (-0.195, -0.916, -1.264)  -0.922
H (-2.174, 1.886, -0.180)  0.178
H (2.820, -0.704, 0.346)  0.280
H (2.089, 0.176, -1.068)  0.265
H (1.964, 0.929, 0.510)  0.265

Computed properties:
net charge	0
frontier orbital gap	11.20	eV
total energy	-20621.27647	eV
structure (SMILES)	[H]/N=C\OS(C)(=O)=O